{
  "formula": "CH11NO4",
  "method": "wB97M-V/def2-TZVPD",
  "orbital_gap_ev": 9.69,
  "total_charge": 0,
  "smiles": "NCO.O.O.O",
  "multiplicity": 1,
  "energy_ev": -10894.746,
  "homo_energy_ev": -9.1,
  "de_lowest_kcal_mol": 29.50,
  "symbols": ["O", "H", "H", "O", "H", "O", "H", "H", "H", "N", "H", "H", "O", "C", "H", "H", "H"],
  "positions_angstrom": [[-1.80, -1.69, -2.64], [-2.25, -2.51, -2.42], [0.83, -2.00, -0.10], [-0.46, -0.95, 0.77], [-0.05, 0.48, -1.25], [0.00, 1.15, 2.55], [2.03, 2.49, 0.57], [-0.26, 0.29, 2.15], [-1.06, -0.25, 0.48], [0.61, -0.29, -1.20], [0.50, -0.78, -2.06], [-2.55, -1.26, -3.06], [1.09, 2.57, 0.41], [0.80, -0.93, 0.05], [1.47, -0.41, 0.73], [0.64, 2.10, 1.13], [0.69, 0.76, 3.11]],
  "nbo_charge": [-0.93, 0.47, 0.19, -0.77, 0.37, -0.96, 0.46, 0.49, 0.47, -0.87, 0.39, 0.47, -0.98, 0.09, 0.16, 0.49, 0.47]
}



{
  "formula": "C4H7NS",
  "method": "wB97M-V/def2-TZVPD",
  "orbital_gap_ev": [7.65, 7.64],
  "total_charge": 0,
  "smiles": "C=[NH+][S-].C#CC",
  "multiplicity": 1,
  "energy_ev": -16582.568,
  "homo_energy_ev": [-7.8, -7.8],
  "de_lowest_kcal_mol": 100.62,
  "symbols": ["S", "H", "H", "H", "N", "C", "H", "H", "C", "C", "H", "C", "H"],
  "positions_angstrom": [[-2.47, -0.91, 0.38], [1.89, -2.04, -0.43], [-0.77, 2.10, -0.44], [0.18, -1.87, -0.57], [-1.67, 0.52, 0.47], [1.11, -0.24, 0.46], [1.40, 1.43, 1.86], [1.18, -0.87, -1.62], [1.34, 0.60, 1.28], [1.15, -1.27, -0.57], [-1.05, 0.70, -1.61], [-1.04, 1.07, -0.57], [-1.24, 0.77, 1.36]],
  "nbo_charge": [-0.16, 0.25, 0.18, 0.26, -0.57, 0.04, 0.22, 0.24, -0.29, -0.73, 0.21, -0.08, 0.42]
}



Quick rundown of molar mass, same order as above: 101.1, 101.2 g/mol